*1*
A 13-piece molecular cluster, C3H30O13 overall, computed with ωB97M-V/def2-TZVPD.

Last column: natural (NBO) charge in e.
Geometry (Å):
O1 -3.248 1.068 -1.252  -0.61
C1 -3.035 0.315 -2.291  0.45
C2 -2.448 -1.059 -2.264  -0.49
C3 -2.620 -1.717 -0.887  -0.64
H1 -3.353 0.717 -3.220  0.14
H2 -1.432 -1.085 -2.547  0.25
H3 -3.224 -1.766 -3.067  0.21
H4 -2.599 -0.845 -0.156  0.23
H5 -1.888 -2.596 -0.891  0.23
H6 -3.554 -2.027 -0.605  0.21
H7 0.535 0.390 -1.002  0.50
H8 -0.122 0.505 -2.430  0.49
O2 -0.102 0.178 -1.649  -0.97
H9 0.177 2.322 -0.886  0.46
H10 0.255 3.304 0.286  0.48
O3 0.229 3.172 -0.623  -0.95
H11 -2.587 1.063 0.484  0.49
H12 -3.868 1.501 0.815  0.48
O4 -2.980 1.346 1.329  -0.97
H13 0.625 2.281 2.540  0.49
H14 -0.237 1.150 3.280  0.47
O5 0.232 1.368 2.431  -0.96
H15 -1.360 0.003 2.727  0.49
H16 -2.030 -1.339 3.030  0.50
O6 -1.209 -0.910 2.794  -0.93
H17 2.040 -2.161 1.607  0.50
H18 2.569 -3.385 2.367  0.48
O7 2.766 -2.537 2.068  -0.99
H19 4.112 -1.476 0.908  0.50
H20 2.750 -0.677 0.743  0.45
O8 3.526 -0.872 0.351  -0.95
H21 0.331 -3.069 -2.763  0.46
H22 0.521 -1.664 -2.216  0.47
O9 0.991 -2.421 -2.522  -0.94
H23 3.166 2.590 -0.215  0.47
H24 3.226 2.510 1.239  0.48
O10 2.942 3.093 0.516  -0.94
H25 2.456 0.240 3.565  0.47
H26 3.372 -0.629 2.610  0.48
O11 3.386 0.033 3.330  -0.97
H27 -0.264 -1.112 1.655  0.50
H28 0.073 -1.427 0.170  0.46
O12 0.234 -1.817 1.083  -1.00
H29 0.368 2.969 -2.950  0.49
H30 1.043 2.345 -4.054  0.48
O13 0.234 2.129 -3.440  -0.97

Its multiplicity is 1. Its charge is 0. The value obtained for the LUMO energy is 0.07 eV. The value obtained for the HOMO-LUMO gap is 10.6 eV.

*2*
A 13-piece molecular cluster, C3H30O13 overall, computed with ωB97M-V/def2-TZVPD.

Last column: natural (NBO) charge in e.
Geometry (Å):
O1 -0.861 -3.519 -1.209  -0.58
C1 0.280 -3.493 -0.822  0.47
C2 0.690 -2.962 0.541  -0.52
C3 -0.522 -2.805 1.475  -0.62
H1 1.090 -3.769 -1.527  0.09
H2 1.012 -1.940 0.306  0.25
H3 1.516 -3.553 0.931  0.22
H4 -1.279 -2.215 0.998  0.25
H5 -0.146 -2.356 2.397  0.20
H6 -0.873 -3.793 1.761  0.21
H7 1.879 -0.668 -1.600  0.51
H8 2.948 0.028 -2.334  0.49
O2 2.588 -0.017 -1.440  -1.00
H9 0.224 0.463 -1.383  0.49
H10 -0.400 0.421 -0.046  0.47
O3 -0.099 -0.186 -0.736  -0.96
H11 -3.900 -1.531 -0.166  0.48
H12 -3.087 -0.499 0.626  0.48
O4 -3.201 -1.455 0.491  -0.97
H13 -3.556 1.552 1.465  0.48
H14 -2.669 2.006 0.273  0.51
O5 -3.301 1.313 0.565  -0.99
H15 -1.626 0.577 1.479  0.47
H16 -1.557 -0.161 2.748  0.48
O6 -1.105 0.569 2.304  -0.96
H17 0.320 3.957 2.603  0.49
H18 1.292 3.284 1.587  0.50
O7 0.511 3.851 1.667  -0.97
H19 1.554 3.703 -0.685  0.46
H20 3.004 3.550 -0.990  0.47
O8 2.221 4.003 -1.313  -0.93
H21 3.785 1.867 0.402  0.47
H22 4.112 0.510 -0.252  0.49
O9 4.476 1.370 -0.037  -0.96
H23 -2.335 -2.054 -2.175  0.48
H24 -2.558 -0.809 -1.342  0.48
O10 -2.452 -1.098 -2.255  -0.96
H25 -1.854 3.781 -0.307  0.48
H26 -0.576 3.246 0.423  0.51
O11 -1.282 3.013 -0.216  -0.99
H27 1.152 0.793 1.979  0.50
H28 1.894 0.379 0.668  0.50
O12 1.756 1.106 1.292  -1.00
H29 0.574 -2.894 -2.640  0.47
H30 -0.274 -1.628 -2.785  0.50
O13 0.641 -1.939 -2.723  -0.96

Its multiplicity is 1. Its charge is 0. The value obtained for the LUMO energy is -0.08 eV. The value obtained for the HOMO-LUMO gap is 10.1 eV.

Tell me which of them is the most stable. Sure, it is *2*.

*1*
A 2-piece molecular cluster, C4H6Br2N2O6 overall, computed with ωB97M-V/def2-TZVPD.

Last column: natural (NBO) charge in e.
Geometry (Å):
C1 1.537 -0.057 -1.764  -0.47
C2 0.517 0.452 -0.678  -0.20
C3 0.212 -0.730 0.128  -0.13
C4 -0.117 0.390 2.231  0.77
N1 -0.688 1.052 -1.284  0.54
N2 -1.032 -1.133 0.293  0.39
O1 -1.138 0.357 -2.159  -0.34
O2 -1.017 2.181 -0.897  -0.38
O3 -1.201 -2.391 0.897  -0.53
O4 -2.086 -0.602 -0.100  -0.47
O5 -0.488 1.512 1.646  -0.67
O6 -0.643 -0.527 2.768  -0.55
Br1 2.398 1.402 -2.670  0.03
Br2 1.867 0.456 2.426  -0.09
H1 1.029 -0.762 -2.514  0.27
H2 2.442 -0.476 -1.073  0.25
H3 1.020 1.328 -0.225  0.27
H4 0.913 -1.439 0.576  0.27
H5 -1.402 1.653 1.548  0.52
H6 -2.123 -2.665 0.851  0.50

Its multiplicity is 1. Its charge is 0. The value obtained for the LUMO energy is -0.26 eV. Its structure (SMILES) is O=[N+]([O-])[C@@H](/C=[N+](\[O-])O)CBr.O=C(O)Br. The value obtained for the HOMO-LUMO gap is 9.5 eV.

*2*
A 2-piece molecular cluster, C4H6Br2N2O6 overall, computed with ωB97M-V/def2-TZVPD.

Last column: natural (NBO) charge in e.
Geometry (Å):
C1 1.993 0.968 0.383  -0.44
C2 0.838 0.079 0.812  -0.18
C3 -0.512 0.761 0.626  -0.11
C4 -1.349 -0.193 -1.229  0.72
N1 0.835 -0.429 2.292  0.54
N2 -1.583 0.550 1.299  0.40
O1 0.569 0.360 3.180  -0.37
O2 1.252 -1.552 2.378  -0.34
O3 -2.481 1.648 1.365  -0.51
O4 -2.016 -0.476 1.763  -0.46
O5 -1.258 -1.387 -0.667  -0.72
O6 -2.331 0.422 -1.229  -0.57
Br1 3.683 0.040 0.142  0.03
Br2 0.153 -0.006 -2.440  0.00
H1 2.202 1.756 1.095  0.25
H2 1.645 1.197 -0.554  0.24
H3 1.038 -0.888 0.363  0.27
H4 -0.545 1.750 0.122  0.26
H5 -1.712 -1.576 0.155  0.53
H6 -3.280 1.288 1.213  0.48

Its multiplicity is 1. Its charge is 0. The value obtained for the LUMO energy is -0.82 eV. Its structure (SMILES) is O=[N+]([O-])[C@@H](/C=[N+](\[O-])O)CBr.O=C(O)Br. The value obtained for the HOMO-LUMO gap is 9.6 eV.

Tell me which of them is the most stable. Sure, it is *1*.

*1*
One molecule with the formula C8H12N2S, computed with ωB97M-V/def2-TZVPD.

Last column: natural (NBO) charge in e.
Geometry (Å):
C1 -0.124 0.217 0.208  -0.12
C2 0.214 -1.005 -0.180  -0.04
C3 -0.276 -1.044 2.261  -0.07
C4 -0.328 -1.366 3.519  -0.44
C5 -0.640 0.300 1.585  -0.46
C6 -0.097 1.153 -0.973  -0.08
C7 -1.377 1.884 -1.064  -0.61
C8 2.100 -1.032 -1.981  -0.42
N1 0.013 0.313 -2.090  -0.44
N2 0.746 -0.897 -1.778  -0.29
S1 0.130 -2.284 0.986  0.29
H1 0.110 -2.293 3.687  0.21
H2 -0.782 -0.696 4.249  0.22
H3 -0.157 1.028 2.062  0.22
H4 -1.733 0.501 1.678  0.23
H5 0.743 1.978 -0.906  0.20
H6 -1.364 2.710 -1.744  0.22
H7 -1.366 2.472 -0.107  0.21
H8 -2.370 1.362 -1.215  0.22
H9 2.627 -0.010 -2.079  0.18
H10 2.498 -1.474 -0.996  0.21
H11 2.296 -1.576 -2.886  0.20
H12 -0.864 -0.243 -2.235  0.37

Its multiplicity is 1. Its charge is 0. The value obtained for the LUMO energy is 0.82 eV. Its structure (SMILES) is C=C1CC2=C(S1)N(C)N[C@H]2C. The value obtained for the HOMO-LUMO gap is 8.7 eV.

*2*
One molecule with the formula C8H12N2S, computed with ωB97M-V/def2-TZVPD.

Last column: natural (NBO) charge in e.
Geometry (Å):
C1 2.825 0.301 1.406  -0.02
C2 3.466 0.517 0.289  -0.43
C3 1.030 -0.151 0.037  0.34
C4 -0.597 -1.379 -2.340  -0.47
C5 -0.943 -0.390 -1.502  0.20
C6 -2.895 0.780 -0.240  -0.61
C7 0.732 -0.359 2.432  -0.39
C8 -2.141 0.590 -1.553  -0.44
N1 -0.241 -0.294 -0.224  -0.59
N2 1.570 -0.139 1.292  -0.41
S1 2.399 0.203 -1.100  0.27
H1 3.335 0.303 2.449  0.23
H2 4.513 0.711 0.169  0.24
H3 0.315 -1.976 -2.227  0.20
H4 -1.000 -1.442 -3.349  0.20
H5 -2.155 0.731 0.552  0.23
H6 -3.593 -0.105 0.019  0.20
H7 -3.476 1.780 -0.228  0.21
H8 0.088 -1.162 2.104  0.23
H9 1.253 -0.683 3.211  0.20
H10 0.219 0.473 2.836  0.20
H11 -2.938 0.152 -2.239  0.21
H12 -1.767 1.537 -1.795  0.22

Its multiplicity is 1. Its charge is 0. The value obtained for the LUMO energy is 0.78 eV. Its structure (SMILES) is C=C(CC)/N=c1\sccn1C. The value obtained for the HOMO-LUMO gap is 8.4 eV.

Tell me which of them is the most stable. Sure, it is *2*.

*1*
C9H7Cl2MnN3O4S3 as an isolated structure, computed with ωB97M-V/def2-TZVPD.

Last column: natural (NBO) charge in e.
Geometry (Å):
Mn1 0.648 -4.222 -0.238  1.42
Cl1 2.682 -2.733 -0.781  -0.66
C1 2.511 -3.199 1.758  -0.38
Cl2 1.191 -4.207 2.371  -0.06
H1 2.385 -2.217 2.199  0.17
H2 3.431 -3.716 1.998  0.17
O1 -0.741 -5.112 -0.148  -0.93
S1 2.213 2.777 -0.841  -0.31
C2 1.015 1.644 -0.512  -0.12
S2 1.371 -0.048 -0.541  0.47
C3 -0.319 -0.436 -0.185  -0.11
N1 -1.043 0.635 -0.057  -0.38
N2 -0.302 1.796 -0.228  -0.27
C4 -1.058 2.992 -0.083  0.24
C5 -0.473 4.257 -0.033  -0.27
C6 -1.272 5.383 0.113  -0.21
C7 -2.650 5.280 0.217  -0.25
C8 -3.227 4.018 0.178  -0.22
C9 -2.449 2.883 0.031  -0.25
S3 -0.903 -2.027 -0.033  -0.30
H3 0.598 4.350 -0.103  0.26
H4 -0.795 6.355 0.148  0.20
H5 -3.264 6.165 0.331  0.19
H6 -4.301 3.907 0.263  0.20
H7 -2.894 1.901 0.004  0.26
O2 1.175 -6.341 -2.424  -0.48
N3 1.904 -6.621 -1.476  0.73
O3 2.588 -7.647 -1.439  -0.51
O4 1.981 -5.816 -0.487  -0.60

Its multiplicity is 6. Its charge is -2. The value obtained for the LUMO energy (spin up / spin down) is 4.26 / 4.26 eV. The value obtained for the HOMO-LUMO gap (spin up / spin down) is 6.4 / 6.6 eV.

*2*
C9H7Cl2MnN3O4S3 as an isolated structure, computed with ωB97M-V/def2-TZVPD.

Last column: natural (NBO) charge in e.
Geometry (Å):
Mn1 -3.425 -0.797 -3.187  1.31
Cl1 -2.160 2.253 -3.174  0.00
C1 -2.287 2.484 -4.920  -0.40
Cl2 -2.674 0.968 -5.754  0.01
H1 -1.330 2.834 -5.290  0.20
H2 -3.071 3.203 -5.124  0.21
O1 -3.536 -2.034 -4.372  -1.43
S1 -0.708 -0.462 3.792  -0.34
C2 -0.256 -0.537 2.168  -0.11
S2 -1.366 -0.540 0.845  0.42
C3 -0.060 -0.739 -0.333  -0.13
N1 1.114 -0.754 0.259  -0.39
N2 0.978 -0.642 1.640  -0.26
C4 2.201 -0.748 2.360  0.15
C5 2.464 0.058 3.459  -0.21
C6 3.680 -0.067 4.115  -0.22
C7 4.628 -0.980 3.680  -0.24
C8 4.358 -1.771 2.574  -0.24
C9 3.147 -1.660 1.907  -0.16
S3 -0.406 -0.781 -1.976  -0.33
H3 1.706 0.755 3.781  0.25
H4 3.884 0.563 4.972  0.20
H5 5.576 -1.070 4.198  0.20
H6 5.093 -2.484 2.220  0.20
H7 2.915 -2.246 1.030  0.24
O2 -5.857 2.154 -1.687  -0.50
N3 -5.129 1.315 -2.217  0.71
O3 -5.085 1.161 -3.457  -0.55
O4 -4.392 0.567 -1.509  -0.59

Its multiplicity is 6. Its charge is -2. The value obtained for the LUMO energy (spin up / spin down) is 4.30 / 4.30 eV. The value obtained for the HOMO-LUMO gap (spin up / spin down) is 4.9 / 5.8 eV.

Tell me which of them is the most stable. Sure, it is *2*.